Model a:
3 unconnected molecules or ions with the total composition C7H12. Source: the Open Molecules 2025 dataset; level of theory: ωB97M-V with the def2-TZVPD basis set.

The geometry in XYZ format:
```
19
Properties=species:S:1:pos:R:3:nbo_charge:R:1
C 0.371 -0.688 2.175 -0.6436
C -0.192 0.478 1.397 -0.1047
C 0.397 1.185 0.015 -0.3433
C 0.790 0.736 -1.261 -0.1314
C 0.430 -0.710 -1.516 -0.4507
C -0.820 -0.879 -0.620 -0.4480
C -0.914 0.461 0.152 -0.1177
H 1.223 -0.359 2.778 0.2228
H -0.393 -1.075 2.861 0.2271
H 0.704 -1.509 1.535 0.2158
H -0.316 1.363 2.021 0.2253
H 0.438 2.254 0.195 0.2404
H -0.807 1.308 -1.819 -0.0751
H 1.521 1.263 -1.869 0.2194
H 0.201 -0.895 -2.568 0.2252
H 1.262 -1.379 -1.248 0.2039
H -0.743 -1.744 0.045 0.2060
H -1.725 -1.018 -1.215 0.2248
H -1.428 1.208 -1.057 0.1038
```

Lowest unoccupied orbital energy (eV): 0.5
HOMO level (eV): -8.00
Multiplicity: 1
Frontier orbital gap (eV): 8.5427



Model b:
A single C7H12 molecule. Source: the Open Molecules 2025 dataset; level of theory: ωB97M-V with the def2-TZVPD basis set.

The geometry in XYZ format:
```
19
Properties=species:S:1:pos:R:3:nbo_charge:R:1
C 1.125 0.162 2.281 -0.6037
C 0.038 0.416 1.251 -0.2005
C 0.488 1.001 -0.117 -0.3925
C -0.309 -0.104 -0.810 -0.0600
C -1.315 0.095 -1.898 -0.4096
C -0.078 -0.728 -2.147 -0.4149
C -0.542 -0.823 0.518 -0.3928
H 1.546 1.101 2.659 0.2087
H 1.945 -0.419 1.840 0.2004
H 0.739 -0.404 3.138 0.2086
H -0.764 1.020 1.690 0.1993
H 0.177 2.030 -0.330 0.2054
H 1.571 0.922 -0.273 0.2002
H -1.370 1.078 -2.362 0.2109
H -2.270 -0.420 -1.821 0.2109
H 0.698 -0.314 -2.788 0.2125
H -0.194 -1.807 -2.222 0.2120
H 0.091 -1.711 0.637 0.1999
H -1.577 -1.095 0.755 0.2054
```

Lowest unoccupied orbital energy (eV): 1.2
Structure (SMILES): CC1CC2(CC2)C1
HOMO level (eV): -9.77
Multiplicity: 1
Frontier orbital gap (eV): 10.9342



Model c:
A single C7H12 molecule. Source: the Open Molecules 2025 dataset; level of theory: ωB97M-V with the def2-TZVPD basis set.

The geometry in XYZ format:
```
19
Properties=species:S:1:pos:R:3:nbo_charge:R:1
C 3.505 0.058 1.226 -0.6765
C 2.563 -0.339 0.179 -0.0239
C 1.701 -0.620 -0.617 -0.0073
C 0.393 -0.757 -1.272 -0.4684
C -0.591 -0.066 -0.318 -0.3679
C -2.065 -0.006 -0.696 -0.4041
C -2.828 0.707 0.436 -0.6080
H 2.946 0.521 2.047 0.2320
H 4.231 0.791 0.863 0.2323
H 4.047 -0.800 1.633 0.2323
H 0.129 -1.811 -1.424 0.2226
H 0.387 -0.280 -2.261 0.2225
H -0.497 -0.553 0.661 0.2001
H -0.234 0.962 -0.174 0.1993
H -2.462 -1.017 -0.856 0.1973
H -2.186 0.528 -1.646 0.1960
H -3.384 0.003 1.062 0.2082
H -2.121 1.228 1.094 0.2034
H -3.534 1.453 0.062 0.2102
```

Lowest unoccupied orbital energy (eV): 1.1
Structure (SMILES): CC#CCCCC
HOMO level (eV): -9.28
Multiplicity: 1
Frontier orbital gap (eV): 10.3520



Model d:
2 unconnected molecules or ions with the total composition C7H12. Source: the Open Molecules 2025 dataset; level of theory: ωB97M-V with the def2-TZVPD basis set.

The geometry in XYZ format:
```
19
Properties=species:S:1:pos:R:3:nbo_charge:R:1
C 0.607 -1.505 -0.512 -0.4114
C -0.632 -1.045 -0.487 0.0414
C -1.846 -0.789 0.319 -0.4380
C -1.884 -1.548 -1.000 -0.4652
H 1.470 -1.072 -0.019 0.1991
H 0.738 -2.444 -1.051 0.1943
H -2.462 0.107 0.397 0.2232
H -1.866 -1.414 1.208 0.2219
H -2.355 -0.995 -1.810 0.2197
H -1.882 -2.624 -1.041 0.2092
C 0.320 1.519 -0.627 -0.3898
C 0.564 1.375 0.658 -0.1826
C 1.972 1.415 1.154 -0.6528
H -0.645 1.800 -1.040 0.1985
H 1.148 1.382 -1.324 0.1897
H -0.234 1.419 1.401 0.1970
H 2.220 2.480 1.132 0.2235
H 2.673 0.907 0.480 0.2103
H 2.092 1.031 2.162 0.2120
```

Lowest unoccupied orbital energy (eV): 1.1
Structure (SMILES): C=C1CC1.C=CC
HOMO level (eV): -8.36
Multiplicity: 1
Frontier orbital gap (eV): 9.4642



The most stable of them is model b.



Model a:
A single C7H12 molecule. Source: the Open Molecules 2025 dataset; level of theory: ωB97M-V with the def2-TZVPD basis set.

The geometry in XYZ format:
```
19
Properties=species:S:1:pos:R:3:nbo_charge:R:1
C -3.033 -0.649 -1.415 -0.3927
C -1.760 -0.242 -1.339 -0.1697
C -1.020 0.005 -0.099 -0.2857
C -0.219 -1.118 0.508 -0.4072
C 0.489 0.038 -0.146 -0.2113
C 1.224 1.056 0.672 -0.3911
C 2.642 0.608 0.985 -0.6008
H -3.514 -0.799 -2.376 0.1983
H -3.619 -0.835 -0.520 0.1898
H -1.230 -0.064 -2.274 0.1939
H -1.514 0.685 0.590 0.2250
H -0.198 -1.197 1.589 0.2126
H -0.197 -2.077 0.002 0.2192
H 0.982 -0.150 -1.095 0.2106
H 1.259 1.997 0.111 0.2008
H 0.696 1.261 1.610 0.1969
H 3.171 1.384 1.545 0.2073
H 2.639 -0.308 1.585 0.2038
H 3.203 0.405 0.067 0.2003
```

Lowest unoccupied orbital energy (eV): 1.2
Structure (SMILES): C=C[C@H]1C[C@@H]1CC
HOMO level (eV): -9.21
Multiplicity: 1
Frontier orbital gap (eV): 10.4497



Model b:
2 unconnected molecules or ions with the total composition C7H12. Source: the Open Molecules 2025 dataset; level of theory: ωB97M-V with the def2-TZVPD basis set.

The geometry in XYZ format:
```
19
Properties=species:S:1:pos:R:3:nbo_charge:R:1
C 0.651 -0.069 1.779 -0.6587
C 1.469 0.341 0.617 0.0570
C 2.016 1.230 -0.147 -0.2171
C 2.484 -0.180 -0.358 -0.4361
H 1.325 -0.265 2.621 0.2318
H -0.059 0.708 2.077 0.2234
H 0.103 -0.991 1.565 0.2356
H 2.168 2.263 -0.422 0.2214
H 2.162 -0.745 -1.240 0.1726
H 3.464 -0.494 0.017 0.1708
C -0.825 -0.917 -1.358 -0.4078
C -1.900 -0.739 -0.594 -0.1769
C -2.367 0.596 -0.087 -0.6550
H -0.534 -1.899 -1.720 0.2000
H -0.192 -0.079 -1.641 0.1958
H -2.508 -1.603 -0.322 0.1932
H -3.209 0.962 -0.688 0.2215
H -1.565 1.340 -0.141 0.2153
H -2.716 0.535 0.950 0.2131
```

Lowest unoccupied orbital energy (eV): 1.1
Structure (SMILES): CC1=CC1.C=CC
HOMO level (eV): -9.02
Multiplicity: 1
Frontier orbital gap (eV): 10.1476



Model c:
A molecular structure, C7H12. Source: the Open Molecules 2025 dataset; level of theory: ωB97M-V with the def2-TZVPD basis set.

The geometry in XYZ format:
```
19
Properties=species:S:1:pos:R:3:nbo_charge:R:1
C -2.658 0.009 -0.045 -0.6541
C -1.230 -0.515 -0.114 -0.0931
C -0.237 0.299 -0.938 -0.4345
C 0.821 0.272 0.128 -0.0972
C 1.798 -0.873 0.034 -0.4165
C 2.276 0.556 -0.033 -0.4252
C -0.073 0.310 1.307 -0.3715
H -3.106 0.294 -1.014 0.2163
H -2.642 0.928 0.548 0.2058
H -3.341 -0.703 0.428 0.2160
H -1.181 -1.592 -0.345 0.2053
H 0.113 -0.118 -1.886 0.2078
H -0.616 1.313 -1.107 0.2009
H 1.767 -1.465 -0.881 0.2048
H 2.024 -1.448 0.931 0.2131
H 2.586 0.937 -1.001 0.2161
H 2.853 0.935 0.807 0.2175
H -0.871 1.026 1.417 0.1825
H 0.496 0.374 2.274 0.2060
```

Lowest unoccupied orbital energy (eV): 1.1
HOMO level (eV): -8.41
Multiplicity: 1
Frontier orbital gap (eV): 9.5507



Model d:
A single C7H12 molecule. Source: the Open Molecules 2025 dataset; level of theory: ωB97M-V with the def2-TZVPD basis set.

The geometry in XYZ format:
```
19
Properties=species:S:1:pos:R:3:nbo_charge:R:1
C 1.576 1.173 -1.297 -0.2660
C 1.659 0.346 -0.179 -0.0691
C 2.850 -0.059 0.380 -0.3947
C 0.369 -0.068 0.498 -0.4633
C -0.889 0.650 0.038 -0.3856
C -2.179 -0.242 0.303 -0.4645
C -2.098 -1.644 -0.029 -0.3902
H -0.906 0.780 -1.054 0.1959
H 0.797 1.077 -2.026 0.1996
H 2.436 1.800 -1.499 0.1961
H 3.776 0.300 -0.039 0.1948
H 2.827 -0.798 1.177 0.2001
H 0.576 0.019 1.570 0.2232
H 0.183 -1.095 0.140 0.2276
H -1.047 1.558 0.632 0.2152
H -2.500 -1.921 -0.991 0.1831
H -2.258 0.025 1.568 0.1740
H -2.179 -2.358 0.769 0.1969
H -2.992 0.458 0.040 0.2269
```

Lowest unoccupied orbital energy (eV): -2.4
HOMO level (eV): -5.78
Multiplicity: 1
Frontier orbital gap (eV): 3.3400



The most stable of them is model a.



Model a:
A single C7H12 molecule. Source: the Open Molecules 2025 dataset; level of theory: ωB97M-V with the def2-TZVPD basis set.

The geometry in XYZ format:
```
19
Properties=species:S:1:pos:R:3:nbo_charge:R:1
C 1.909 0.898 -0.502 -0.6152
C 0.852 0.045 -1.181 -0.2002
C -0.022 -1.137 -0.746 -0.2308
C -0.751 -1.589 0.511 -0.3872
C -0.896 -0.363 1.406 -0.4085
C -1.011 0.799 0.382 -0.4160
C -0.625 0.222 -0.989 -0.2439
H 2.892 0.421 -0.578 0.2144
H 1.985 1.866 -1.020 0.2118
H 1.720 1.105 0.554 0.2072
H 1.147 -0.145 -2.215 0.2149
H -0.068 -1.872 -1.547 0.2092
H -1.756 -1.767 0.088 0.1933
H -0.434 -2.515 0.997 0.2089
H -1.789 -0.439 2.036 0.2081
H -0.037 -0.246 2.077 0.1993
H -0.358 1.635 0.660 0.2085
H -2.026 1.201 0.345 0.2139
H -1.396 0.256 -1.750 0.2122
```

Lowest unoccupied orbital energy (eV): 1.1
Structure (SMILES): C[C@H]1[C@H]2CCC[C@@H]12
HOMO level (eV): -9.30
Multiplicity: 1
Frontier orbital gap (eV): 10.4159



Model b:
A molecular structure, C7H12. Source: the Open Molecules 2025 dataset; level of theory: ωB97M-V with the def2-TZVPD basis set.

The geometry in XYZ format:
```
19
Properties=species:S:1:pos:R:3:nbo_charge:R:1
C -2.270 -0.876 0.513 -0.6051
C -1.329 -0.018 -0.331 -0.3935
C -0.118 0.460 0.468 -0.2085
C 0.981 -0.559 0.887 -0.4461
C 2.090 0.389 0.348 -0.2684
C 1.574 0.504 -1.341 -0.4175
C 0.977 1.264 -0.243 -0.2536
H -3.130 -1.227 -0.068 0.2106
H -2.654 -0.311 1.370 0.2021
H -1.750 -1.758 0.905 0.2038
H -1.005 -0.595 -1.207 0.1904
H -1.872 0.853 -0.724 0.2029
H -0.475 1.016 1.342 0.2078
H 0.949 -1.530 0.384 0.1972
H 1.030 -0.745 1.968 0.2214
H 2.699 -0.011 -0.610 0.2882
H 2.194 1.095 -2.017 0.2361
H 1.071 -0.343 -1.791 0.2188
H 1.002 2.347 -0.311 0.2134
```

Lowest unoccupied orbital energy (eV): 1.1
HOMO level (eV): -8.13
Multiplicity: 1
Frontier orbital gap (eV): 9.2219



The most stable of them is model a.